1.
Below is a structure of composition C45H37IrN6O5, with properties calculated with ωB97M-V with the def2-TZVPD basis set.

The geometry in ORCA input format:
```
! wB97M-V def2-TZVPD RIJCOSX def2/J DEFGRID3
* xyz 1 2
Ir -0.37 1.14 0.78
C 4.23 -0.97 2.94
O 5.20 -0.63 1.92
C 4.89 0.02 0.81
C 5.96 0.47 0.04
C 5.73 1.15 -1.13
C 4.41 1.41 -1.58
C 3.32 0.99 -0.86
C 2.03 1.38 -1.41
N 0.82 1.40 -0.97
N 0.00 2.09 -1.91
C -0.87 2.85 -1.31
O -1.04 2.86 -0.02
C -1.73 3.74 -2.12
C -1.60 3.79 -3.50
C -2.42 4.62 -4.25
C -3.38 5.40 -3.61
C -3.51 5.35 -2.23
C -2.69 4.52 -1.49
C 3.51 0.21 0.35
O 2.56 -0.31 0.93
H 4.83 -1.21 3.81
H 3.64 -1.83 2.63
H 3.56 -0.14 3.14
H 6.96 0.28 0.39
H 6.57 1.50 -1.72
H 4.27 1.96 -2.50
H 2.11 1.84 -2.39
H -0.84 3.18 -3.99
H -2.31 4.66 -5.32
H -4.02 6.05 -4.19
H -4.26 5.96 -1.74
H -2.79 4.47 -0.41
C -3.27 -0.85 -1.78
C -4.36 -0.91 -0.93
C -4.26 -0.39 0.35
C -3.07 0.20 0.75
N -2.00 0.24 -0.09
C -2.10 -0.27 -1.32
C -2.87 0.81 2.08
C -3.79 0.91 3.11
C -3.38 1.48 4.30
C -2.08 1.95 4.46
C -1.21 1.83 3.40
N -1.64 1.29 2.26
C 0.20 2.27 3.35
C 0.88 2.77 4.44
C 2.19 3.22 4.28
C 2.77 3.17 3.03
C 2.04 2.64 1.98
N 0.80 2.18 2.13
H -3.30 -1.25 -2.78
H -5.29 -1.37 -1.26
H -5.09 -0.43 1.03
H -1.21 -0.22 -1.93
H -4.80 0.54 3.00
H -4.08 1.57 5.12
H -1.77 2.39 5.40
H 0.40 2.81 5.40
H 2.74 3.60 5.13
H 3.77 3.53 2.85
H 2.45 2.57 0.98
C 1.57 -2.56 -4.92
C 0.55 -2.89 -3.86
C -0.70 -3.36 -4.23
C -1.63 -3.70 -3.26
C -1.32 -3.54 -1.92
C -0.07 -3.06 -1.53
N 0.23 -2.83 -0.17
C -0.36 -3.53 0.88
C -0.58 -4.91 0.75
C -1.12 -5.66 1.77
C -1.45 -5.05 2.99
C -1.22 -3.70 3.14
C -0.68 -2.92 2.11
C -0.52 -1.46 2.40
O -0.90 -1.00 3.48
O 0.07 -0.76 1.48
C 0.89 -2.76 -2.51
C 2.28 -2.35 -2.13
H 1.17 -2.75 -5.92
H 2.48 -3.16 -4.81
H 1.87 -1.51 -4.88
H -0.94 -3.48 -5.28
H -2.60 -4.09 -3.54
H -2.05 -3.79 -1.16
H 0.52 -1.89 0.08
H -0.30 -5.39 -0.18
H -1.27 -6.72 1.63
H -1.86 -5.64 3.80
H -1.45 -3.20 4.07
H 2.38 -2.22 -1.05
H 2.59 -1.43 -2.63
H 2.99 -3.13 -2.43
*
```

Orbital gap (alpha / beta) in Ha: 0.2136 / 0.1780
<S²>: 0.781
Highest occupied orbital energy (alpha / beta) in eV: -9.3 / -9.3
LUMO energy (alpha / beta) in Eh: -0.1263 / -0.1620

Here are the Löwdin charges for atoms 1 to 6, given in e: Ir 1.479; C -0.009; O -0.010; C -0.173; C 0.018; C -0.031


2.
Below is a cluster of 2 separate species, C4H9NS in total, with properties calculated with ωB97M-V with the def2-TZVPD basis set.

The geometry in ORCA input format:
```
! wB97M-V def2-TZVPD RIJCOSX def2/J DEFGRID3
* xyz 0 1
C 1.60 0.02 0.04
C 1.53 -0.63 -1.13
C 0.74 1.44 1.72
N 0.53 0.76 0.65
H 2.55 -0.05 0.66
H 0.56 -0.78 -1.63
H 2.50 -1.02 -1.52
H -0.13 1.79 2.28
H 1.74 1.28 2.23
H -0.61 1.21 -0.28
C -2.26 -0.94 -0.54
S -1.80 0.74 -1.24
H -3.07 -0.85 0.20
H -2.54 -1.63 -1.34
H -1.34 -1.34 -0.11
*
```

Orbital gap in Ha: 0.2820
Structure (SMILES): C=CN=C.CS
Highest occupied orbital energy in eV: -7.9
LUMO energy in Eh: -0.0091

Here are the natural (NBO) charges for atoms 1 to 6, given in e: C -0.072; C -0.358; C -0.012; N -0.440; H 0.177; H 0.238


3.
Below is a cluster of 2 separate species, C3H4N2O in total, with properties calculated with ωB97M-V with the def2-TZVPD basis set.

The geometry in ORCA input format:
```
! wB97M-V def2-TZVPD RIJCOSX def2/J DEFGRID3
* xyz 0 1
O 2.26 -0.12 -0.01
C 1.04 0.17 0.26
C 0.15 -0.90 -0.13
N -1.07 -0.16 -0.26
C -0.82 1.10 0.15
N 0.43 1.35 0.50
H 1.50 -0.99 -0.66
H 0.08 -1.79 0.50
H -1.98 -0.51 -0.50
H -1.60 1.86 0.15
*
```

Orbital gap in Ha: 0.3444
Highest occupied orbital energy in eV: -8.8
LUMO energy in Eh: 0.0195

Here are the natural (NBO) charges for atoms 1 to 6, given in e: O -0.652; C 0.572; C -0.486; N -0.528; C 0.286; N -0.519


4.
Below is a structure of composition C37H51N5O7S2SiTa, with properties calculated with ωB97M-V with the def2-TZVPD basis set.

The geometry in ORCA input format:
```
! wB97M-V def2-TZVPD RIJCOSX def2/J DEFGRID3
* xyz 3 1
Ta 0.13 0.46 0.37
C 1.97 -0.01 3.56
O 1.05 0.79 2.81
C 0.48 1.88 3.42
C 0.69 2.18 4.75
C 0.12 3.32 5.31
C -0.65 4.17 4.52
C -0.86 3.86 3.19
C -0.32 2.71 2.62
N -0.51 2.38 1.25
N -0.94 3.37 0.54
C -0.86 3.48 -0.79
C 0.05 2.69 -1.55
O 0.60 1.66 -0.92
C 0.43 3.08 -2.83
C -0.16 4.16 -3.42
C -1.11 4.96 -2.74
C -1.69 6.09 -3.35
C -2.57 6.88 -2.67
C -2.92 6.56 -1.34
C -2.38 5.46 -0.72
C -1.47 4.64 -1.41
H 2.79 0.60 3.93
H 2.35 -0.75 2.86
H 1.47 -0.51 4.38
H 1.30 1.54 5.37
H 0.30 3.54 6.35
H -1.07 5.07 4.95
H -1.45 4.52 2.57
H 1.17 2.49 -3.36
H 0.12 4.44 -4.43
H -1.40 6.34 -4.37
H -3.00 7.75 -3.14
H -3.61 7.20 -0.81
H -2.64 5.22 0.29
O -0.59 -0.11 -2.59
C -0.41 -0.68 -1.56
C -2.73 0.64 3.09
C -2.01 -0.61 2.75
N -1.02 -0.81 1.88
C -0.68 -2.16 1.96
C -1.46 -2.76 2.88
N -2.29 -1.77 3.36
H -2.77 1.31 2.23
H -2.24 1.16 3.91
H -3.75 0.42 3.40
H 0.10 -2.60 1.36
H -1.52 -3.78 3.23
H -3.01 -1.90 4.06
C 3.96 -4.19 2.28
C 3.13 -4.51 1.06
C 2.05 -5.54 1.36
C 3.99 -4.91 -0.13
O 2.39 -3.26 0.73
Si 2.51 -1.98 -0.15
O 1.68 -0.78 0.44
O -0.29 -1.97 -1.29
C -0.66 -3.15 -2.21
C -1.39 -2.72 -3.46
C 0.64 -3.84 -2.54
C -1.53 -4.00 -1.30
O 3.31 -1.93 -1.48
C 4.12 -1.00 -2.31
C 3.77 -1.31 -3.76
C 3.76 0.43 -1.94
C 5.57 -1.33 -2.00
H 4.55 -5.06 2.57
H 3.33 -3.91 3.12
H 4.65 -3.37 2.07
H 2.51 -6.47 1.69
H 1.45 -5.75 0.47
H 1.39 -5.18 2.15
H 4.61 -5.76 0.14
H 4.66 -4.09 -0.40
H 3.39 -5.17 -0.99
H -0.77 -2.10 -4.10
H -2.31 -2.18 -3.23
H -1.66 -3.62 -4.02
H 1.31 -3.19 -3.10
H 0.43 -4.72 -3.15
H 1.14 -4.18 -1.62
H -2.45 -3.48 -1.03
H -0.99 -4.27 -0.39
H -1.79 -4.93 -1.82
H 2.73 -1.06 -3.97
H 3.94 -2.36 -3.98
H 4.40 -0.71 -4.41
H 2.70 0.62 -2.15
H 4.36 1.13 -2.52
H 3.95 0.61 -0.88
H 5.76 -2.38 -2.19
H 5.80 -1.11 -0.95
H 6.24 -0.74 -2.63
S -2.73 0.47 -0.45
C -4.15 1.35 -0.23
N -5.28 1.00 -0.82
C -6.47 1.82 -0.63
C -6.10 2.96 0.33
S -4.33 2.77 0.74
H -5.31 0.21 -1.44
H -7.28 1.21 -0.23
H -6.79 2.22 -1.60
H -6.67 2.92 1.26
H -6.24 3.95 -0.11
*
```

Orbital gap in Ha: 0.2268
Highest occupied orbital energy in eV: -15.1
LUMO energy in Eh: -0.3289

Here are the Löwdin charges for atoms 1 to 6, given in e: Ta 1.898; C -0.022; O -0.201; C -0.233; C 0.003; C -0.027


5.
Below is a structure of composition C30H20AsCl2N3O9SW, with properties calculated with ωB97M-V with the def2-TZVPD basis set.

The geometry in ORCA input format:
```
! wB97M-V def2-TZVPD RIJCOSX def2/J DEFGRID3
* xyz 0 3
W 0.21 -0.20 0.42
O 2.50 2.51 -0.53
As 2.78 1.08 0.49
O 4.16 0.37 -0.07
O 0.58 -0.02 -1.21
C 2.87 1.99 2.21
C 3.29 3.31 2.27
C 3.25 3.98 3.48
C 2.78 3.35 4.62
C 2.34 2.03 4.56
C 2.39 1.36 3.35
S 1.91 -0.35 3.24
O 2.88 -0.90 2.30
O 1.85 -0.91 4.55
O 0.55 -0.29 2.59
H 3.06 2.45 -1.32
H 3.62 3.81 1.37
H 3.60 5.01 3.53
H 2.75 3.88 5.56
H 1.99 1.51 5.43
Cl -0.18 4.67 0.73
C -1.47 3.58 0.43
C -2.74 4.06 0.06
C -3.78 3.19 -0.15
Cl -5.33 3.81 -0.58
C -3.60 1.79 0.00
C -4.61 0.82 -0.13
C -4.29 -0.51 0.09
C -2.98 -0.88 0.38
N -2.00 0.00 0.49
C -2.31 1.34 0.34
C -1.24 2.23 0.56
O -0.09 1.69 0.93
H -2.89 5.12 -0.05
H -5.61 1.12 -0.39
H -5.04 -1.28 0.00
H -2.71 -1.92 0.50
O -2.24 -3.81 -2.37
C -1.45 -3.78 -1.47
N -0.86 -4.87 -0.86
C 0.14 -4.47 0.12
C -0.08 -2.97 0.02
O 0.56 -2.15 0.80
N -0.95 -2.59 -0.86
C 1.54 -4.89 -0.30
C 2.45 -4.01 -0.86
C 3.70 -4.46 -1.27
C 4.04 -5.79 -1.13
C 3.13 -6.68 -0.57
C 1.89 -6.23 -0.15
C -0.19 -4.90 1.55
C 0.72 -4.59 2.56
C 0.42 -4.91 3.88
C -0.77 -5.55 4.19
C -1.67 -5.86 3.18
C -1.38 -5.53 1.86
H -0.84 -5.75 -1.33
H 2.21 -2.96 -0.97
H 4.40 -3.75 -1.70
H 5.01 -6.14 -1.45
H 3.40 -7.72 -0.45
H 1.19 -6.92 0.31
H 1.65 -4.08 2.32
H 1.12 -4.65 4.66
H -1.00 -5.80 5.22
H -2.60 -6.36 3.42
H -2.09 -5.76 1.08
*
```

Orbital gap (alpha / beta) in Ha: 0.2717 / 0.2056
<S²>: 2.021
Highest occupied orbital energy (alpha / beta) in eV: -8.9 / -8.9
LUMO energy (alpha / beta) in Eh: -0.0550 / -0.1223

Here are the natural (NBO) charges for atoms 1 to 6, given in e: W 2.025; O -1.011; As 1.775; O -0.774; O -0.625; C -0.379


6.
Below is a cluster of 2 separate species, C3H10NO in total, with properties calculated with ωB97M-V with the def2-TZVPD basis set.

The geometry in ORCA input format:
```
! wB97M-V def2-TZVPD RIJCOSX def2/J DEFGRID3
* xyz 0 2
C -1.68 0.76 1.19
N -1.36 0.46 -0.24
H -1.49 -0.09 1.84
H -1.08 1.62 1.47
H -2.76 0.82 1.23
H -1.82 -0.33 -0.66
H -0.33 0.26 -0.35
H -1.42 1.32 -0.78
C 1.03 -1.49 -0.45
C 2.09 -0.63 -0.41
O 1.84 0.82 -0.50
H 0.15 -1.58 0.19
H 1.03 -2.27 -1.23
H 3.12 -0.92 -0.53
H 2.67 1.25 -0.76
*
```

Orbital gap (alpha / beta) in Ha: 0.1456 / 0.2307
<S²>: 0.758
Highest occupied orbital energy (alpha / beta) in eV: -3.7 / -6.2
LUMO energy (alpha / beta) in Eh: 0.0102 / 0.0035

Here are the natural (NBO) charges for atoms 1 to 6, given in e: C -0.426; N -0.777; H 0.235; H 0.237; H 0.213; H 0.426


7.
Below is an isolated molecule of F2HNS, with properties calculated with ωB97M-V with the def2-TZVPD basis set.

The geometry in ORCA input format:
```
! wB97M-V def2-TZVPD RIJCOSX def2/J DEFGRID3
* xyz 0 1
N 0.55 0.13 -0.43
F 2.70 1.18 -0.24
F 2.70 -1.18 -0.27
S 1.77 0.00 0.50
H -0.21 -0.53 -0.53
*
```

Orbital gap in Ha: 0.3821
Highest occupied orbital energy in eV: -10.8
LUMO energy in Eh: -0.0146

Table of natural (NBO) atomic charges, one value per atom, all in e: N -1.071; F -0.483; F -0.527; S 1.661; H 0.421


8.
Below is a structure of composition C20H44NOP3SeTi, with properties calculated with ωB97M-V with the def2-TZVPD basis set.

The geometry in ORCA input format:
```
! wB97M-V def2-TZVPD RIJCOSX def2/J DEFGRID3
* xyz 3 2
Ti -0.17 0.26 0.22
P -1.69 -1.64 -0.06
P 2.05 -0.15 1.79
P 1.42 -1.43 -1.11
H -2.66 2.54 -3.08
C -3.29 1.67 -3.31
C -3.51 0.53 -2.63
H -3.01 0.17 -1.73
C -3.37 -1.37 0.63
C -1.19 -2.88 1.14
C -2.14 -2.75 -1.46
C 3.29 1.18 1.57
C 1.73 0.06 3.58
C 3.15 -1.63 1.87
C 0.76 -1.64 -2.80
C 1.92 -3.16 -0.79
C 3.04 -0.64 -1.42
H -3.76 1.77 -4.30
H -4.29 -0.11 -3.05
H -3.87 -0.53 0.15
H -3.30 -1.20 1.71
H -3.93 -2.30 0.47
H -0.97 -2.41 2.10
H -0.33 -3.47 0.80
H -2.03 -3.56 1.29
H -2.41 -2.17 -2.36
H -3.01 -3.35 -1.15
H -1.31 -3.44 -1.68
H 3.84 1.24 2.52
H 2.81 2.13 1.34
H 3.99 0.92 0.77
H 2.73 0.15 4.02
H 1.23 -0.84 3.98
H 1.14 0.96 3.79
H 3.68 -1.57 2.83
H 3.87 -1.66 1.05
H 2.52 -2.54 1.86
H 1.55 -2.05 -3.45
H 0.46 -0.65 -3.15
H -0.11 -2.32 -2.84
H 2.49 -3.52 -1.66
H 1.07 -3.83 -0.65
H 2.57 -3.27 0.08
H 3.39 -0.96 -2.40
H 3.80 -0.90 -0.68
H 2.94 0.45 -1.43
C 0.85 3.06 -2.12
C -0.05 2.59 -3.10
C 0.35 2.42 -4.44
C 1.59 2.95 -4.84
C 2.42 3.56 -3.89
C 2.09 3.58 -2.53
Se 0.34 2.88 -0.28
H -1.45 0.80 -0.68
H -1.00 2.27 -2.71
H -0.33 1.90 -5.12
H 1.96 2.89 -5.89
H 3.34 4.02 -4.24
H 2.75 3.98 -1.75
C -1.67 -0.22 4.51
N -1.97 1.12 3.96
C -2.66 2.12 4.77
C -1.56 1.43 2.74
O -0.92 0.62 1.98
H -2.24 -0.33 5.44
H -0.60 -0.31 4.74
H -1.90 -1.03 3.80
H -3.11 2.89 4.13
H -3.48 1.63 5.32
H -1.97 2.66 5.43
H -1.88 2.42 2.39
*
```

Orbital gap (alpha / beta) in Ha: 0.2564 / 0.2039
<S²>: 0.770
Highest occupied orbital energy (alpha / beta) in eV: -17.2 / -17.2
LUMO energy (alpha / beta) in Eh: -0.3768 / -0.4292

Here are the Löwdin charges for atoms 1 to 6, given in e: Ti 0.404; P 0.747; P 0.778; P 0.752; H 0.041; C -0.041


Number 1: maximum force 0.5 eV/A. Number 2: maximum force 3.0 eV/A. Number 3: maximum force 0.3 eV/A. Number 4: maximum force 3.1 eV/A. Number 5: maximum force 1.2 eV/A. Number 6: maximum force 1.9 eV/A. Number 7: maximum force 5.4 eV/A. Number 8: maximum force 2.4 eV/A.